1.
{
  "formula": "C4H24NO7",
  "method": "ωB97M-V/def2-TZVPD",
  "species": ["C", "N", "C", "C", "C", "H", "H", "H", "H", "H", "H", "H", "H", "H", "H", "H", "H", "O", "H", "H", "O", "H", "H", "O", "H", "H", "O", "H", "H", "O", "H", "H", "O", "H", "H", "O"],
  "coordinates": [[1.6554, 0.4711, -0.7558], [2.0104, -0.0815, 0.6121], [2.2840, 1.1055, 1.5079], [1.3899, 2.2108, 0.9926], [1.3059, 1.9418, -0.5343], [2.5386, 0.4003, -1.3868], [0.8404, -0.1551, -1.0944], [2.8455, -0.6565, 0.5688], [1.2508, -0.6834, 0.9151], [3.2983, 1.4493, 1.2957], [2.1780, 0.6884, 2.5020], [0.3593, 2.3687, 1.3165], [1.8232, 3.2028, 1.1381], [2.0192, 2.5842, -1.0524], [0.3094, 2.1793, -0.8903], [-3.0915, -1.5310, 0.7030], [-2.5764, -0.2552, -0.0751], [-2.3009, -0.9905, 0.5257], [0.5542, 0.5677, 3.9358], [-0.9218, 0.7207, 3.7468], [-0.1791, 0.1759, 3.4575], [-0.7677, 0.2702, -3.1049], [-1.0095, 1.8202, -3.4711], [-0.8354, 1.1913, -2.7641], [-3.3475, 0.6674, -2.0558], [-2.0049, 1.1099, -1.5660], [-2.9431, 0.9399, -1.2106], [0.0148, -2.3157, -0.3812], [0.9079, -3.4331, -1.0939], [0.7299, -2.4904, -1.0000], [-0.5668, -0.8741, 3.2164], [-1.6018, -1.5052, 2.3142], [-0.7076, -1.6880, 2.6713], [0.0098, -2.0876, -3.1241], [-0.9599, -1.6004, -2.1785], [-0.7319, -1.4791, -3.1018]],
  "mulliken_spin": [0.0007, 0.0006, 0.0004, -0.0001, 0.0005, 0.0001, -0.0007, 0.0001, -0.0020, 0.0000, -0.0006, 0.0002, 0.0001, 0.0000, -0.0001, -0.0007, -0.0008, 0.0385, -0.0001, -0.0007, 0.0247, 0.0000, 0.0000, 0.0001, -0.0003, -0.0005, 0.0070, -0.0006, 0.0001, 0.0001, -0.0118, -0.0175, 0.9637, 0.0000, -0.0001, -0.0002],
  "s2": 0.753,
  "largest_force_ha_per_bohr": 0.1166,
  "charge": 2,
  "de_lowest_kj_mol": 0.00,
  "spin_multiplicity": 2,
  "homo_lumo_gap_ha": [0.388, 0.167]
}

***

2.
{
  "formula": "C20H24Cl3I2N2OSSbY",
  "method": "ωB97M-V/def2-TZVPD",
  "species": ["Y", "I", "C", "I", "H", "H", "Cl", "C", "C", "C", "C", "C", "C", "N", "C", "C", "N", "C", "O", "C", "C", "C", "Cl", "S", "C", "C", "C", "Cl", "C", "H", "H", "H", "H", "H", "H", "H", "H", "H", "H", "H", "H", "H", "C", "Sb", "C", "C", "H", "H", "H", "H", "H", "H", "H", "H", "H"],
  "coordinates": [[-3.0395, -0.6264, -2.1042], [-3.0493, 0.0623, 1.3711], [-2.8282, 2.1464, 1.0328], [-2.1388, 2.6090, -0.9195], [-2.1003, 2.5245, 1.7441], [-3.7995, 2.6082, 1.1638], [7.7379, -0.2715, 3.5947], [6.2881, -0.1722, 2.6754], [5.0613, -0.1184, 3.3210], [3.9006, -0.0933, 2.5695], [3.9401, -0.0958, 1.1793], [2.6646, -0.1766, 0.3818], [2.2059, -1.6279, 0.3002], [1.1036, -1.7477, -0.6695], [1.2181, -2.1194, -1.9924], [-0.0098, -1.9838, -2.5427], [-0.8883, -1.5253, -1.5536], [-0.1497, -1.4003, -0.4372], [1.5784, 0.5388, 0.9605], [1.4303, 1.8615, 0.4282], [2.6640, 2.6959, 0.5277], [3.1674, 3.1647, 1.7054], [2.4558, 2.9807, 3.2566], [4.6154, 4.0393, 1.5007], [4.5626, 3.8125, -0.1916], [3.4805, 3.0872, -0.5757], [5.1840, -0.1052, 0.5580], [5.3031, -0.0750, -1.1825], [6.3560, -0.1448, 1.2912], [5.0233, -0.1185, 4.4014], [2.9387, -0.0636, 3.0656], [2.8536, 0.1897, -0.6323], [1.8536, -1.9416, 1.2819], [3.0247, -2.2718, -0.0120], [2.1477, -2.4605, -2.4182], [-0.3184, -2.1916, -3.5552], [-0.5066, -1.0811, 0.5250], [0.6218, 2.3070, 1.0145], [1.1209, 1.7988, -0.6246], [5.3274, 4.2335, -0.8246], [3.2616, 2.8469, -1.6077], [7.3147, -0.1685, 0.7921], [-8.4852, -0.2482, -1.5924], [-6.4581, -0.8622, -1.5918], [-6.2154, -1.9671, 0.2145], [-6.3653, -2.4956, -2.9802], [-9.0550, -1.1665, -1.4578], [-8.7149, 0.2203, -2.5452], [-8.6531, 0.4459, -0.7739], [-7.1192, -2.5571, 0.3657], [-6.0782, -1.3128, 1.0720], [-5.3600, -2.6366, 0.1116], [-7.3675, -2.8926, -3.1379], [-5.7400, -3.2767, -2.5420], [-5.9653, -2.1770, -3.9416]],
  "lowdin_charge": [1.5422, 0.9360, -1.0467, 0.8967, -0.0072, -0.0102, 0.7490, -0.6519, -0.0720, -0.0356, -0.2178, -0.3144, -0.0079, -0.0090, 0.0187, -0.1124, -0.1505, -0.1652, -0.1258, -0.1885, -0.3494, -0.9679, 0.7101, 1.0719, -0.3764, -0.1547, -0.5675, 0.7352, -0.1044, 0.1195, 0.1144, 0.1105, 0.1548, 0.1539, 0.1559, 0.1143, 0.0688, 0.0971, 0.1001, 0.0844, 0.1140, 0.1178, -0.2495, 1.2279, -0.3428, -0.3290, 0.0418, 0.0294, 0.0293, 0.0331, -0.0137, 0.0026, 0.0312, 0.0107, -0.0008],
  "largest_force_ha_per_bohr": 0.0411,
  "charge": 3,
  "de_lowest_kj_mol": 0.00,
  "homo_lumo_gap_ha": 0.099
}

***

3.
{
  "formula": "C3H2BeFO2",
  "method": "ωB97M-V/def2-TZVPD",
  "species": ["O", "C", "O", "C", "C", "H", "H", "F", "Be"],
  "coordinates": [[-0.0454, -1.7467, 0.0405], [0.5986, -0.6986, -0.2593], [1.8076, -0.4356, 0.0669], [-1.6110, 0.0225, 0.1020], [-0.3643, 0.4331, -0.2582], [-2.1175, 0.4584, 0.9653], [-2.1726, -0.5913, -0.6027], [0.1909, 1.6052, 0.1884], [2.0032, 0.9567, 0.3388]],
  "mulliken_spin": [-0.0040, -0.0008, 0.1191, 0.0114, 0.0169, 0.0005, 0.0005, -0.0532, 0.9097],
  "s2": 0.750,
  "largest_force_ha_per_bohr": 0.1199,
  "charge": 0,
  "de_lowest_kj_mol": 0.00,
  "spin_multiplicity": 2,
  "homo_lumo_gap_ha": [0.242, 0.327]
}

***

4.
{
  "formula": "C2H6NO3",
  "method": "ωB97M-V/def2-TZVPD",
  "species": ["O", "C", "N", "C", "O", "H", "H", "H", "H", "H", "H", "O"],
  "coordinates": [[-0.0709, 0.1555, -1.6002], [-0.5123, -0.4213, -0.5825], [-0.1692, -0.2483, 0.6775], [-0.4446, -0.1367, 2.6756], [-0.4036, 0.8686, 3.3864], [-1.3149, -1.1965, -0.6975], [0.7515, 0.1893, 0.5473], [-1.4522, -0.5074, 2.4293], [0.3739, -0.8467, 2.8782], [0.6336, 0.7807, -2.5410], [1.1114, 0.4014, -3.9296], [1.4973, 0.9615, -3.2433]],
  "lowdin_charge": [-0.0906, -0.4673, 0.0129, -0.3591, -0.1358, 0.1054, 0.0724, 0.0633, 0.0714, -0.0008, -0.0298, -0.2419],
  "largest_force_ha_per_bohr": 0.0678,
  "charge": -1,
  "de_lowest_kj_mol": 288.57,
  "homo_lumo_gap_ha": 0.331
}

***

5.
{
  "formula": "C13H46N3O7",
  "method": "ωB97M-V/def2-TZVPD",
  "species": ["N", "H", "H", "H", "H", "C", "C", "C", "O", "C", "N", "H", "H", "H", "H", "H", "H", "H", "H", "H", "H", "H", "C", "C", "C", "O", "C", "N", "H", "H", "H", "H", "H", "H", "H", "H", "H", "H", "H", "C", "O", "H", "H", "H", "H", "C", "O", "H", "H", "H", "H", "C", "O", "H", "H", "H", "H", "C", "O", "H", "H", "H", "H", "C", "O", "H", "H", "H", "H"],
  "coordinates": [[0.7047, -0.0822, 0.3933], [0.5387, 0.7518, -0.0147], [1.4687, -0.3072, 1.0253], [0.9767, -0.4992, -0.4197], [-0.3223, -0.3862, 0.7693], [-3.0113, 0.8068, -2.7327], [-1.7913, 1.6708, -2.8147], [-0.6843, 1.0858, -3.5347], [-0.1083, 0.0478, -2.7697], [1.1027, -0.4252, -3.3577], [-2.1793, 2.9778, -3.3787], [-3.9123, 1.2508, -2.2487], [-3.0323, -0.1262, -2.1227], [-3.4503, 0.4128, -3.8097], [-1.4073, 1.7988, -1.8027], [0.0757, 1.9108, -3.7087], [-1.0823, 0.5798, -4.5017], [1.7267, 0.2788, -3.3097], [1.0367, -0.6142, -4.4457], [1.5777, -1.3222, -2.7537], [-2.0853, 3.7318, -2.8447], [-3.2053, 3.1518, -3.3477], [-1.0103, -2.3252, 3.4123], [-2.2133, -1.6322, 2.7573], [-2.8063, -2.2282, 1.4303], [-1.7073, -1.9642, 0.4783], [-2.0103, -2.5142, -0.8397], [-3.2413, -1.6582, 3.8033], [0.0077, -2.3082, 2.8853], [-1.3363, -3.4452, 3.4573], [-0.6603, -2.1112, 4.4113], [-1.9873, -0.4742, 2.6913], [-3.5093, -1.7162, 0.9493], [-3.0983, -3.1402, 1.6153], [-2.1833, -3.7162, -0.8377], [-1.1503, -2.1882, -1.6397], [-2.9423, -2.1812, -1.1027], [-3.6923, -2.6262, 3.9293], [-4.1603, -1.5352, 3.4373], [-2.2543, 2.5688, 1.0073], [-1.3853, 1.6978, 1.7293], [-2.5503, 3.1928, 1.7433], [-3.1133, 2.1098, 0.8783], [-1.7203, 3.1868, 0.1933], [-1.4783, 1.9718, 2.5613], [1.3227, -4.3342, 0.4073], [1.6987, -3.0982, 0.3333], [0.1587, -4.4072, 0.3293], [1.7637, -4.7472, 1.2783], [1.7877, -4.9992, -0.6417], [2.5557, -2.9822, 0.0093], [3.3737, -0.5282, 3.1073], [3.1647, 0.8488, 2.6083], [4.5287, -0.4832, 3.5393], [3.3707, -1.3502, 2.2793], [2.6007, -0.8022, 3.8143], [3.7097, 1.4788, 2.9243], [4.2617, 0.6028, -0.9367], [3.0157, 1.2828, -0.8977], [5.1247, 0.9848, -1.5307], [4.3237, -0.2502, -1.5987], [4.4627, 0.2898, 0.1773], [3.1007, 2.1618, -0.6417], [1.7147, 4.3798, -0.1617], [3.1647, 4.0768, -0.3617], [1.8087, 5.2158, -1.0397], [1.5747, 4.6588, 0.9433], [1.0017, 3.5598, -0.5977], [3.6797, 4.7818, -0.5667]],
  "lowdin_charge": [0.3517, 0.0558, 0.1145, 0.0511, 0.1868, -0.0730, -0.4773, -0.2341, -0.2145, -0.0832, 0.0748, 0.0765, 0.0539, 0.1486, 0.1141, 0.1540, 0.1665, -0.0160, 0.1088, 0.1343, 0.0010, 0.0976, -0.0707, -0.4119, -0.1070, -0.2627, -0.0923, -0.0019, 0.0724, 0.1135, 0.0635, 0.1447, 0.0829, 0.0757, 0.1345, 0.1356, 0.0166, 0.1118, 0.0452, -0.0872, -0.0864, 0.0526, 0.0373, 0.1200, 0.0090, -0.2444, -0.1215, 0.1022, 0.0569, 0.1615, 0.0632, -0.1134, -0.1354, 0.1425, 0.0796, 0.0536, 0.0057, -0.1478, -0.1211, 0.0911, 0.0540, 0.1066, -0.0111, -0.0820, -0.1626, 0.1358, 0.0986, 0.0834, 0.0171],
  "largest_force_ha_per_bohr": 0.1657,
  "charge": 1,
  "de_lowest_kj_mol": 232.88,
  "homo_lumo_gap_ha": 0.371
}

***

6.
{
  "formula": "C8H14O",
  "method": "ωB97M-V/def2-TZVPD",
  "species": ["C", "C", "O", "C", "C", "C", "C", "C", "C", "H", "H", "H", "H", "H", "H", "H", "H", "H", "H", "H", "H", "H", "H"],
  "coordinates": [[-2.3170, 0.1170, 0.9390], [-1.8824, -0.1017, -0.4883], [-1.0538, -1.1982, -0.6387], [-0.5095, 0.0954, -1.0024], [0.6060, 0.6621, -0.2067], [0.4353, 2.0887, 0.4123], [2.0053, 0.3577, -0.6947], [1.4770, -0.2726, 0.5675], [1.3405, -1.7650, 0.6869], [-2.3889, 1.2460, 1.0528], [-3.3196, -0.3324, 1.1081], [-1.5913, -0.2817, 1.6638], [-2.7108, 0.0494, -1.2365], [-0.3459, 0.2259, -2.0945], [-0.0430, 2.1008, 1.4152], [1.4019, 2.5666, 0.6407], [-0.1408, 2.6779, -0.3318], [2.7853, 1.0618, -0.7223], [2.1545, -0.4072, -1.5242], [1.7397, 0.1373, 1.5479], [2.1875, -2.1710, 1.2780], [1.3010, -2.2765, -0.2713], [0.4695, -2.1012, 1.3020]],
  "lowdin_charge": [-0.0369, -0.3411, -0.0235, -0.1825, -0.4016, -0.0175, -0.0507, -0.2835, -0.0770, 0.0929, 0.0840, 0.0862, 0.1506, 0.1593, 0.0776, 0.0796, 0.0908, 0.0809, 0.1358, 0.1377, 0.0806, 0.0754, 0.0828],
  "largest_force_ha_per_bohr": 0.0473,
  "charge": 0,
  "de_lowest_kj_mol": 173.92,
  "smiles": "C[C@@H]1O[C@@H]1[C@]1(C)C[C@@H]1C",
  "homo_lumo_gap_ha": 0.394
}